{"formula": "C6H8N2", "method": "the ωB97M-V functional and the def2-TZVPD basis", "elements": ["C", "N", "C", "C", "C", "C", "C", "N", "H", "H", "H", "H", "H", "H", "H", "H"], "xyz": [[-0.037066, -0.302779, -1.769663], [-0.959447, -1.280373, -1.471425], [-1.253159, -1.331526, -0.143660], [-0.388626, -0.419335, 0.426749], [0.385402, 0.303112, -0.583352], [1.277132, 1.317266, 0.084122], [0.867140, 1.272156, 1.538421], [-0.024551, 0.153955, 1.664124], [0.182424, -0.153717, -2.853692], [-1.444601, -1.775205, -2.260885], [-2.100849, -1.855418, 0.266194], [1.220947, 2.318439, -0.366103], [2.267093, 0.923694, 0.040733], [1.758347, 1.196857, 2.124882], [0.440526, 2.190803, 1.698361], [-0.540847, 0.006100, 2.685914]], "atomic_forces_ev_per_a": [[0.7, 0.6, -0.4], [-0.6, -0.3, -3.1], [0.6, 0.7, 1.5], [0.7, 1.9, 0.2], [-2.2, -2.2, -0.3], [-0.1, -0.6, -1.6], [0.4, -1.1, -1.0], [-2.4, -1.7, 4.4], [0.0, 0.0, 1.3], [0.7, 0.8, 1.7], [0.2, -0.2, -0.1], [0.2, -0.3, 0.2], [1.1, 0.1, -0.5], [0.4, -0.2, 0.8], [-1.5, 2.2, 1.1], [1.7, 0.4, -4.2]], "homo_lumo_gap_ev": 7.947, "total_charge": 0, "energy_ev": -9330.1101}